Computed, not measured: an isolated molecule of C10H22N2O5 at a distorted geometry, with ωB97M-V/def2-TZVPD.

Summary:
HOMO-LUMO gap: 8.369 eV
E_tot: -879.79209 Ha
Total charge: 0
Energy above the lowest of the compared OMol25 structures with the same formula, charge and spin: 124.3 kcal/mol

Last column: natural (NBO) charge in e.
Atoms and positions in Å:
O  -1.460  -2.610  -0.254  -0.7337
C  -2.591  -1.760  -0.137  -0.0678
C  -2.255  -0.651  0.834  -0.2450
N  -1.859  0.490  0.013  -0.4627
C  -0.665  1.249  0.366  -0.0421
C  0.626  0.874  0.615  0.1164
C  1.671  1.962  0.897  -0.1152
O  2.913  1.498  1.468  -0.7429
N  1.009  -0.504  0.557  -0.5286
C  1.402  -1.181  1.813  0.1048
O  0.474  -2.201  1.939  -0.7776
C  1.710  -0.980  -0.678  -0.2278
C  3.203  -1.280  -0.711  -0.0930
O  3.969  -0.202  -0.149  -0.7363
C  -2.910  1.371  -0.574  -0.2253
C  -2.375  2.288  -1.664  -0.0663
O  -1.545  1.709  -2.622  -0.7056
H  -1.053  -2.512  -1.112  0.4813
H  -3.512  -2.262  0.185  0.1713
H  -2.767  -1.264  -1.118  0.1819
H  -1.380  -0.828  1.476  0.2339
H  -3.147  -0.482  1.435  0.1814
H  -0.725  2.304  0.319  0.1797
H  1.789  2.470  -0.091  0.1603
H  1.132  2.567  1.582  0.1892
H  3.122  0.599  0.993  0.4958
H  1.446  -0.585  2.696  0.1848
H  2.349  -1.790  1.721  0.1499
H  -0.258  -2.160  1.276  0.5074
H  1.612  -0.076  -1.400  0.2048
H  1.154  -1.889  -1.126  0.1964
H  3.394  -2.148  -0.087  0.1711
H  3.523  -1.525  -1.788  0.1852
H  4.924  -0.462  -0.268  0.4960
H  -3.602  0.707  -1.023  0.1926
H  -3.432  2.028  0.161  0.1778
H  -1.945  3.141  -1.184  0.1501
H  -3.211  2.657  -2.142  0.1829
H  -0.728  1.436  -2.216  0.4746

Computed, not measured: a structure of composition C10H22N2O5PPdSeTe2 at a distorted geometry, with ωB97M-V/def2-TZVPD.

Summary:
HOMO-LUMO gap (alpha / beta): 5.877 / 5.880 eV
E_tot: -4286.42880 Ha
Total charge: +1
Energy above the lowest of the compared OMol25 structures with the same formula, charge and spin: 67.5 kcal/mol

Last column: natural (NBO) charge in e.
Atoms and positions in Å:
Pd  0.302  -1.378  0.046  0.8294
N  -0.485  -2.661  -1.718  -0.8318
C  -1.931  -2.416  -2.030  -0.2050
C  -2.720  -2.574  -0.724  -0.5160
C  -2.422  -1.474  0.270  0.8603
O  -3.040  -0.328  0.280  -0.7628
O  -1.573  -1.646  1.146  -0.6587
H  0.097  -2.516  -2.530  0.4090
H  -0.367  -3.621  -1.440  0.3854
H  -2.305  -3.125  -2.761  0.2149
H  -2.050  -1.418  -2.439  0.2117
H  -2.418  -3.511  -0.269  0.2484
H  -3.795  -2.576  -0.897  0.2619
C  1.911  -1.543  3.343  -0.8525
Te  0.954  -3.002  2.140  0.6421
C  2.825  -3.815  1.574  -0.8705
H  2.520  -2.058  4.077  0.2335
H  1.149  -0.939  3.831  0.2421
H  2.510  -0.922  2.687  0.2434
H  3.390  -3.027  1.088  0.2460
H  2.669  -4.644  0.888  0.2369
H  3.331  -4.164  2.469  0.2359
Se  2.044  0.268  -3.321  0.0146
C  2.030  -0.652  -1.846  0.0900
N  2.082  -1.325  -0.846  -0.5923
C  0.816  4.919  1.396  -0.6310
C  1.018  3.494  0.954  -0.0610
O  -0.323  2.868  0.822  -0.8559
P  -0.480  1.316  0.679  2.0611
O  0.645  0.550  1.294  -1.1029
Te  -2.736  0.981  1.444  0.6869
O  -0.519  0.991  -0.858  -0.8684
C  -1.448  1.721  -1.764  -0.0637
C  -0.878  3.036  -2.232  -0.6476
H  1.789  5.377  1.590  0.2358
H  0.224  4.953  2.313  0.2227
H  0.303  5.500  0.627  0.2193
H  1.594  2.923  1.673  0.2076
H  1.514  3.436  -0.013  0.1960
H  -2.399  1.859  -1.263  0.1904
H  -1.593  1.047  -2.599  0.2004
H  -0.781  3.746  -1.411  0.2238
H  -1.554  3.462  -2.978  0.2366
H  0.100  2.888  -2.691  0.2341

Computed, not measured: a cluster of 4 separate species, C10H22N2O8 in total at a distorted geometry, with ωB97M-V/def2-TZVPD.

Summary:
HOMO-LUMO gap: 10.243 eV
E_tot: -1105.46455 Ha
Total charge: 0
Energy above the lowest of the compared OMol25 structures with the same formula, charge and spin: 19.3 kcal/mol

Last column: natural (NBO) charge in e.
Atoms and positions in Å:
C  -7.026  -12.635  13.703  -0.5020
N  -6.810  -11.429  14.540  0.5383
O  -7.719  -11.128  15.281  -0.3808
O  -5.724  -10.912  14.513  -0.3619
H  -7.670  -12.520  12.834  0.2401
H  -7.519  -13.366  14.344  0.2379
H  -6.095  -13.079  13.363  0.2305
C  -7.722  -10.646  18.627  -0.4941
N  -8.058  -12.058  18.923  0.5434
O  -7.888  -12.445  20.053  -0.3778
O  -8.533  -12.689  18.017  -0.3782
H  -7.098  -10.549  17.745  0.2531
H  -7.321  -10.120  19.485  0.2197
H  -8.685  -10.176  18.425  0.2351
C  -10.078  -15.310  18.602  -0.6207
C  -11.347  -16.081  18.971  -0.0783
O  -11.044  -16.864  20.127  -0.5099
C  -12.081  -17.320  20.826  0.8005
C  -11.670  -18.406  21.789  -0.7258
O  -13.221  -16.976  20.719  -0.5988
H  -10.163  -14.754  17.673  0.2215
H  -9.222  -15.968  18.436  0.2075
H  -9.875  -14.717  19.492  0.2192
H  -12.164  -15.387  19.159  0.1993
H  -11.594  -16.756  18.147  0.1739
H  -12.036  -18.166  22.792  0.2386
H  -10.591  -18.524  21.766  0.2270
H  -12.204  -19.347  21.648  0.2424
C  -1.302  -7.030  19.093  -0.6429
C  -1.635  -8.468  19.455  -0.0769
O  -2.783  -8.609  20.301  -0.5052
C  -3.955  -8.175  19.838  0.7945
C  -4.997  -8.161  20.931  -0.7126
O  -4.139  -7.710  18.749  -0.5991
H  -1.987  -6.534  18.418  0.2366
H  -0.278  -7.073  18.704  0.2139
H  -1.151  -6.402  19.977  0.2098
H  -1.849  -9.049  18.554  0.1893
H  -0.746  -8.895  19.913  0.1952
H  -5.952  -8.570  20.610  0.2244
H  -5.075  -7.150  21.323  0.2430
H  -4.716  -8.793  21.774  0.2303

Computed, not measured: the ion C10H22N3 with charge +1 at a distorted geometry, with ωB97M-V/def2-TZVPD.

Summary:
HOMO-LUMO gap: 10.290 eV
E_tot: -558.22020 Ha
Total charge: +1
Energy above the lowest of the compared OMol25 structures with the same formula, charge and spin: 42.6 kcal/mol

Last column: natural (NBO) charge in e.
Atoms and positions in Å:
C  1.938  1.998  -0.813  -0.5957
C  0.665  1.177  -0.453  -0.0222
C  0.057  2.024  0.636  -0.6182
C  -0.110  0.874  -1.746  -0.4152
C  -1.256  -0.134  -1.579  -0.0415
N  -2.454  0.491  -0.849  -0.9045
C  -0.783  -1.342  -0.814  -0.4337
C  0.219  -1.248  0.347  -0.0904
C  0.679  -2.674  0.530  -0.5970
C  -0.566  -0.968  1.688  0.6149
N  -1.737  -0.383  1.681  -0.7628
N  0.079  -1.416  2.747  -0.7365
C  1.294  -0.214  0.050  -0.4067
H  1.762  2.921  -1.442  0.2250
H  2.612  1.297  -1.308  0.2036
H  2.378  2.387  -0.005  0.2046
H  0.738  2.124  1.354  0.2064
H  -0.869  1.482  1.053  0.1828
H  -0.141  3.094  0.284  0.2369
H  0.705  0.594  -2.394  0.2307
H  -0.543  1.899  -2.251  0.2266
H  -1.715  -0.281  -2.550  0.2302
H  -2.431  1.405  -0.459  0.3840
H  -3.360  0.320  -1.253  0.3953
H  -1.704  -1.832  -0.617  0.2304
H  -0.363  -1.847  -1.600  0.2333
H  -0.200  -3.342  0.616  0.2352
H  1.306  -2.918  1.420  0.2069
H  1.366  -2.816  -0.227  0.2292
H  -2.165  0.041  0.832  0.4562
H  -2.400  -0.313  2.424  0.4175
H  -0.229  -1.126  3.643  0.4084
H  1.098  -1.551  2.714  0.4302
H  1.930  0.005  0.785  0.2127
H  1.929  -0.640  -0.646  0.2234

Computed, not measured: a cluster of 2 separate species, C10H22N3 in total at a distorted geometry, with ωB97M-V/def2-TZVPD.

Summary:
HOMO-LUMO gap: 8.103 eV
E_tot: -558.20203 Ha
Total charge: +1
Energy above the lowest of the compared OMol25 structures with the same formula, charge and spin: 54.0 kcal/mol

Last column: natural (NBO) charge in e.
Atoms and positions in Å:
C  0.559  -0.809  0.944  -0.0717
C  -0.172  0.105  0.191  -0.3678
C  1.898  -1.076  0.997  -0.1579
C  -1.513  0.243  0.037  0.2401
C  2.485  -2.197  1.866  -0.6096
C  -3.248  1.984  -0.358  -0.6050
C  -2.694  -1.852  0.032  -0.6207
C  -2.149  1.103  -0.974  -0.4822
C  -2.451  -0.642  0.936  -0.4604
C  2.886  -0.296  0.266  0.5285
N  4.040  -0.789  -0.137  -0.7408
N  2.814  1.018  0.216  -0.6896
N  1.142  2.801  -1.352  -1.0861
H  -0.080  -1.471  1.542  0.2132
H  0.511  0.631  -0.524  0.1884
H  3.048  -2.865  1.107  0.2032
H  1.700  -2.774  2.469  0.2613
H  3.234  -1.608  2.425  0.2252
H  -3.508  2.908  -0.991  0.2315
H  -4.133  1.527  -0.032  0.2217
H  -2.792  2.487  0.495  0.2063
H  -3.524  -1.782  -0.747  0.2326
H  -1.719  -2.071  -0.260  0.2043
H  -2.939  -2.765  0.646  0.2269
H  -2.572  0.342  -1.526  0.2353
H  -1.559  1.621  -1.698  0.2245
H  -1.877  -1.018  1.790  0.2090
H  -3.365  -0.204  1.405  0.2431
H  4.302  -1.778  0.132  0.4351
H  4.839  -0.118  -0.234  0.4174
H  3.524  1.548  -0.209  0.4164
H  2.029  1.460  0.641  0.4331
H  0.975  3.593  -2.031  0.3816
H  0.793  1.977  -1.888  0.3580
H  0.534  2.962  -0.620  0.3552

Computed, not measured: a cluster of 4 separate species, C10H22O4 in total at a distorted geometry, with ωB97M-V/def2-TZVPD.

Summary:
HOMO-LUMO gap: 9.676 eV
E_tot: -694.96279 Ha
Total charge: 0
Energy above the lowest of the compared OMol25 structures with the same formula, charge and spin: 96.0 kcal/mol

Last column: natural (NBO) charge in e.
Atoms and positions in Å:
C  -7.818  14.153  -1.733  -0.7655
C  -9.040  15.133  -1.713  0.6272
C  -10.385  14.406  -1.564  -0.7286
O  -8.905  16.341  -1.803  -0.5835
H  -7.214  14.271  -0.834  0.2400
H  -7.200  14.294  -2.620  0.2918
H  -8.150  13.119  -1.639  0.2047
H  -10.584  13.753  -2.414  0.2340
H  -11.161  15.171  -1.550  0.2295
H  -10.315  13.710  -0.728  0.2453
C  -10.644  17.951  -3.424  -0.7271
C  -10.711  17.327  -4.827  0.5902
C  -9.865  16.094  -5.100  -0.7423
O  -11.645  17.736  -5.570  -0.5474
H  -11.284  18.826  -3.309  0.2348
H  -9.622  18.184  -3.126  0.2353
H  -10.839  17.242  -2.619  0.2445
H  -9.881  15.918  -6.176  0.2415
H  -10.281  15.180  -4.676  0.2412
H  -8.843  16.394  -4.868  0.2403
C  -4.896  17.216  -3.106  -0.7258
C  -3.806  16.230  -3.391  0.6002
C  -3.920  15.434  -4.708  -0.7309
O  -2.806  16.188  -2.696  -0.5471
H  -4.595  18.160  -3.560  0.2412
H  -4.900  17.425  -2.036  0.2465
H  -5.799  16.808  -3.560  0.2139
H  -3.599  16.138  -5.475  0.2330
H  -4.902  15.049  -4.985  0.2185
H  -3.146  14.677  -4.828  0.2388
C  -7.539  15.391  -3.998  -0.3449
O  -6.902  14.154  -3.935  -0.7258
H  -7.982  15.708  -3.054  0.2457
H  -6.889  16.153  -4.429  0.1532
H  -8.400  15.311  -4.662  0.1889
H  -6.968  13.909  -4.861  0.4890